[1]
DFT (the ωB97M-V functional and the def2-TZVPD basis) results for a structure of composition C22H54F3LiN3O16S.

```
100
Properties=species:S:1:pos:R:3:forces:R:3:lowdin_charge:R:1
S -5.90649 4.30283 6.06495 0.74 -3.79 0.81 0.4893
F -7.05828 6.28588 7.26940 -1.54 1.21 0.80 0.1400
F -5.81746 5.15737 8.64764 0.13 0.24 0.92 0.1475
F -4.93800 6.58134 7.22526 0.17 0.13 0.70 0.1017
O -8.56239 1.48969 -3.12234 0.11 0.65 -0.92 -0.0623
O 1.68255 -8.16232 -0.74447 0.42 -0.62 0.77 -0.0596
O -0.46007 -8.12746 4.26996 0.49 -0.47 -0.23 -0.0793
O -0.16536 0.36277 3.46646 1.73 1.77 2.40 -0.1239
O -6.67857 0.76628 -0.85557 -0.29 -0.47 -1.88 -0.0856
O -6.08479 -4.02449 1.90735 0.81 0.45 1.29 -0.0498
O 0.31357 -5.60912 -1.10321 -1.10 -0.69 0.89 -0.0794
O 0.09218 -0.95673 1.84721 3.18 -2.09 -2.80 -0.0343
O 3.76786 1.28971 -2.03739 -0.03 0.73 0.93 -0.0194
O -5.00034 -5.11680 -0.97968 0.33 -0.47 1.43 -0.0511
O -6.86882 3.31944 6.61262 0.58 1.59 0.00 -0.3900
O -6.30023 4.81275 4.77231 0.20 1.16 0.61 -0.3379
O 4.98297 7.31911 2.74492 0.30 0.59 1.74 -0.1780
O -4.53269 3.71684 6.09095 -0.89 1.46 0.34 -0.4307
O -2.17384 -7.18926 6.54212 0.18 0.05 -0.53 -0.0916
O -1.81661 -0.54632 2.56965 -2.97 -0.62 -0.11 -0.0609
N 3.89974 0.62569 -3.24330 -0.28 -0.86 -1.49 -0.1074
N 1.73610 5.46895 1.80924 0.86 -0.28 1.56 0.0466
N -0.61450 -0.40052 2.61651 -1.85 0.99 1.05 -0.7491
C 3.14359 2.74568 -4.39177 1.20 0.95 -0.02 -0.0496
C 3.12549 0.57717 -5.65894 1.00 0.16 0.51 -0.1324
C 2.97968 1.24513 -4.24477 -1.68 -0.05 -0.66 -0.4609
C -0.56856 -6.79733 4.76108 -0.74 -0.52 -0.64 -0.2287
C 4.05723 6.30234 2.66151 -1.91 -0.84 -0.55 -0.2073
C 1.57678 -7.57205 -1.99917 -0.30 1.54 0.36 -0.2488
C 4.57437 0.39472 -6.05706 1.18 -0.18 0.16 -0.2101
C -6.65278 0.18200 -2.22888 -1.67 0.59 2.12 -0.1759
C 5.32955 0.45191 -3.58849 -0.17 -0.25 -2.43 -0.5003
C -5.91834 5.69218 7.45820 0.93 -2.12 -3.94 -0.7070
C -5.74911 -5.69155 0.08183 -3.00 0.15 0.73 -0.2417
C 1.41730 -6.05123 -1.86873 0.11 1.37 -0.48 -0.2498
C -6.68851 -4.67368 0.86251 0.24 -0.97 -1.76 -0.2723
C 5.42808 7.80877 1.55342 0.24 -0.09 -1.55 -0.1381
C 1.44530 0.99137 -3.87534 1.73 -0.38 0.27 -0.0262
C 5.30928 -0.31416 -4.94856 0.35 -0.30 0.81 -0.1587
C -8.09230 0.20933 -2.80421 1.06 -0.34 0.81 -0.2739
C 2.65892 6.57970 1.92884 0.48 1.51 -0.67 -0.4481
C -2.01730 -6.60543 5.21157 0.44 0.42 1.72 -0.1984
C 6.01707 -0.39483 -2.52773 -0.21 0.81 0.36 -0.0398
C 6.15230 1.74856 -3.79035 0.69 -0.19 0.80 -0.0348
C 1.97813 7.76098 2.59873 -0.52 0.46 -0.01 -0.0726
Li -1.01048 1.44481 6.93018 -0.39 0.02 -0.81 0.9556
H -5.98717 0.73645 -2.89044 0.09 -0.07 0.05 0.1136
H -5.24038 -6.29311 0.83510 0.96 0.42 -0.04 0.1137
H 6.13764 2.30822 -4.72560 -0.90 -0.07 0.09 0.0677
H 1.79692 7.66909 3.66962 0.63 -0.25 0.26 0.0773
H 1.02057 -7.77648 -0.16611 -0.19 0.12 0.07 0.0815
H -7.56414 -5.18898 1.25727 0.16 -0.33 0.14 0.1120
H 0.64658 -4.80834 -0.69155 -0.62 0.04 0.29 0.0876
H 1.38878 -0.08777 -3.73258 -0.45 0.01 0.25 0.0765
H 4.01883 2.98421 -4.99604 -0.10 -0.05 -0.53 0.0632
H -2.06628 -8.13606 6.42549 -0.14 -0.15 0.31 0.0576
H -8.02837 -0.38833 -3.71349 -0.08 -0.33 -0.11 0.1094
H -0.91875 -8.72880 4.86123 0.14 -0.06 0.06 0.0631
H 0.13607 -6.62646 5.57497 -0.18 0.09 0.27 0.1155
H 3.41399 3.28215 -3.48226 -0.48 -0.36 0.46 0.0818
H 4.85457 -1.30267 -4.88399 -0.21 -0.14 0.67 0.1171
H 2.27345 3.24533 -4.81757 -0.03 -0.21 -0.08 0.0865
H 2.61950 1.18398 -6.40983 -0.32 -0.03 0.19 0.1196
H 0.95828 7.93211 2.25417 0.09 -0.15 -0.62 0.0772
H 5.45969 -1.32097 -2.38747 0.13 0.06 0.31 0.0909
H -9.14388 1.25357 -3.84879 -0.33 0.92 -0.13 0.0764
H 5.55032 6.96581 0.87328 -0.14 -0.01 -0.61 0.0904
H 3.84545 6.07905 3.70717 -0.25 -0.34 0.01 0.1248
H 5.97995 2.37932 -2.91828 -0.10 0.38 -0.20 0.0848
H 4.47934 5.42160 2.17757 0.30 -0.30 -0.09 0.1153
H 1.25241 -5.53211 -2.81289 0.55 -0.59 -0.74 0.1125
H 6.33929 -0.54046 -5.22422 0.23 0.28 -0.10 0.1180
H 7.07720 -0.57885 -2.70194 -0.13 -0.22 -0.63 0.0825
H 2.55142 8.66520 2.39418 0.02 0.10 0.30 0.0692
H 2.72987 -0.43850 -5.65929 -0.50 0.08 0.18 0.1165
H -4.14503 -5.06890 -0.54639 0.60 0.46 -0.72 0.0820
H 2.76332 6.83281 0.87379 0.89 0.58 -0.03 0.1275
H -5.81793 0.65790 -0.44429 0.17 -0.04 -0.09 0.0726
H 5.14850 1.29679 -6.26859 -0.47 0.33 -0.28 0.0965
H -8.87831 -0.16753 -2.14977 0.62 -0.90 0.46 0.1197
H -2.25442 -5.55852 5.40092 -0.10 0.00 -0.45 0.1203
H 6.42298 8.25118 1.60375 -0.13 0.25 0.54 0.0894
H -6.39515 -0.87126 -2.11768 0.33 -0.02 -0.30 0.1059
H -6.43657 -6.44199 -0.30846 -0.14 0.07 -0.64 0.0996
H -2.75994 -7.10786 4.59178 0.27 0.40 -0.58 0.1206
H 0.70727 -7.97692 -2.51699 0.03 -0.02 -0.42 0.1168
H 2.51001 -7.76201 -2.52933 -0.18 -0.13 -0.21 0.1200
H 3.44525 0.60671 -1.44490 -0.15 0.04 0.24 0.1159
H 7.20910 1.48560 -3.74427 0.17 -0.26 0.24 0.0758
H -7.09206 -3.94485 0.15962 0.02 0.03 -0.47 0.1113
H 2.14450 4.76069 1.21620 0.03 -0.25 -0.21 0.0727
H 1.85551 5.11652 2.74818 -1.03 -1.13 0.38 0.0672
H 6.05184 0.25050 -1.64998 -0.35 -0.45 0.53 0.0798
H 4.70321 8.52450 1.16558 0.14 0.16 -0.45 0.0870
H -5.35557 -3.49633 1.57433 0.07 0.22 0.05 0.0958
H 1.13318 1.53893 -2.98605 0.11 -0.16 0.07 0.0794
H -0.24535 -6.18665 3.91804 -0.37 0.27 0.06 0.1211
H 4.72566 -0.28663 -6.89432 -0.49 0.31 -0.51 0.1107
H 0.78752 1.27848 -4.69572 0.23 0.04 -0.11 0.0761
H 2.19908 -5.48939 -1.35758 1.27 -0.99 -0.49 0.1191
```
Forces are in eV/Å.

As for the net charge: -1. For the energy, the calculation gives -80103.050 eV.

***

[2]
DFT (the ωB97M-V functional and the def2-TZVPD basis) results for a structure of composition C6H12N2O4S2.

```
26
Properties=species:S:1:pos:R:3:forces:R:3:lowdin_charge:R:1
S 0.12765 1.76233 -0.42727 2.21 -0.99 1.21 0.7389
S 0.90936 -1.35558 -0.49095 -0.21 -1.10 -1.37 0.6361
O 1.49064 -2.01299 -1.63846 -0.15 1.04 0.42 -0.2824
O -0.33740 1.72869 -1.78490 -0.16 -0.14 0.25 -0.2936
O 0.84600 -2.10135 0.71954 -0.09 0.10 0.84 -0.2757
O 0.54815 3.00834 0.16144 0.00 -0.78 -0.08 -0.3061
N -1.00675 1.03193 0.58421 2.52 2.11 0.29 -0.0958
N -0.68257 -0.98332 -0.96594 1.34 1.03 1.53 -0.0666
C 2.66702 0.36257 1.02894 0.29 -1.50 -0.60 -0.1085
C 1.78921 0.17125 -0.12302 -4.81 2.35 -0.71 -0.3782
C 3.16166 0.47689 -0.35760 2.53 0.38 -3.66 -0.1341
C -2.89142 0.12936 -0.71590 2.32 -0.23 -0.02 0.0127
C -1.77874 -1.05606 1.21915 -1.53 -0.27 -0.76 -0.0347
C -1.53848 -0.14185 0.00307 -1.34 -2.80 0.79 -0.6223
H -1.72488 -2.08014 0.86761 -0.03 -0.16 0.24 0.0898
H -3.60479 -0.60076 -0.38932 -0.54 -0.10 -0.25 0.0814
H -0.55545 0.91949 1.54345 -0.75 0.16 -1.77 0.1464
H 2.97092 -0.54074 1.43719 0.14 -1.49 1.52 0.0943
H -1.04981 -0.88938 1.98336 0.32 -0.17 0.56 0.0662
H -2.81002 -0.87695 1.57319 0.63 0.01 0.23 0.0965
H -2.57132 0.03854 -1.72275 -0.75 -0.39 -1.41 0.0617
H 3.41954 1.53893 -0.58143 -0.28 -1.03 -0.45 0.1320
H 3.70053 -0.33949 -1.04656 -0.76 1.83 2.18 0.1769
H -0.57365 -0.55795 -1.87423 -0.23 0.26 -0.40 0.0772
H -3.16758 1.15519 -0.63206 -0.52 0.58 0.61 0.0836
H 2.66216 1.21305 1.62923 -0.16 1.31 0.80 0.1043
```
Forces are in eV/Å.

For the energy, the calculation gives -39253.035 eV.